{
  "formula": "C2H9NOS2",
  "method": "the ωB97M-V functional and the def2-TZVPD basis",
  "symbols": ["C", "S", "S", "H", "H", "H", "H", "N", "C", "O", "H", "H", "H", "H", "H"],
  "coordinates": [[-3.357, -0.202, 1.188], [-1.958, -0.081, 0.043], [-0.472, -0.492, 1.459], [-3.383, 0.674, 1.817], [-3.247, -1.075, 1.820], [-4.305, -0.244, 0.658], [0.257, 0.574, 1.098], [3.505, -0.500, -1.670], [2.856, 0.419, -0.766], [1.941, 1.310, -1.358], [2.889, -0.981, -2.322], [4.011, -1.195, -1.143], [2.297, -0.152, -0.019], [3.629, 1.005, -0.280], [2.023, 1.237, -2.315]],
  "forces_ev_per_a": [[-0.04, 0.26, 0.11], [-0.07, -0.45, 0.29], [-0.05, 0.22, -0.57], [0.05, 0.29, 0.26], [-0.08, -0.19, -0.07], [0.12, -0.15, -0.29], [0.08, 0.04, 0.24], [0.20, 0.28, -1.03], [-0.37, -0.48, 0.59], [-0.02, -0.30, -0.51], [-0.15, 0.10, 0.48], [0.13, -0.08, -0.02], [-0.13, 0.26, 0.29], [0.25, 0.04, 0.22], [0.08, 0.16, 0.01]],
  "total_energy_ev": -27427.3546,
  "spin_multiplicity": 1,
  "fmax_ha_per_bohr": 0.0211,
  "charge": 0,
  "smiles": "CSS.NCO"
}